Record 1
21
Properties=species:S:1:pos:R:3:forces:R:3 method="wB97M-V/def2-TZVPD" energy_ev=-9402.1459 mol_weight_g_mol=106.17 lumo_energy_ev=0.96 max_force_ev_per_a=1.171 de_lowest_ev=1.4610 smiles=CNCCCN.O homo_lumo_gap_ev=9.927
O 1.833936 -2.230190 -2.239732 -0.47 -0.12 -0.55
N -1.070023 -1.374202 -1.393282 -0.08 0.32 0.75
N 0.260903 1.203922 1.747503 0.18 0.10 -0.10
C -1.454055 0.630742 0.099087 -0.20 -0.16 0.17
C -0.081590 1.234803 0.325409 0.70 -0.25 0.08
C -1.426745 -0.880107 -0.036170 0.63 -0.95 -0.28
C 1.560379 1.825778 2.029205 0.47 -0.35 0.18
H 0.295137 0.229009 2.005761 -0.03 -0.08 0.27
H 0.685131 0.661937 -0.225006 -0.11 0.01 -0.32
H -1.924828 -1.468204 -1.916998 -0.11 0.01 -0.35
H -0.534973 -0.636139 -1.826017 0.14 0.07 -0.42
H 1.215768 -2.507730 -2.945770 0.52 0.18 0.60
H 1.467084 2.576427 2.809676 -0.06 0.26 -0.07
H -2.328849 -1.388254 0.266095 -0.68 0.22 -0.06
H 0.026024 2.258296 -0.035919 -0.37 0.06 0.09
H -1.903294 1.018204 -0.806354 -0.22 0.29 -0.21
H 1.236226 -2.006116 -1.515692 -0.08 -0.14 -0.07
H -2.080373 0.900587 0.947185 -0.11 0.20 0.02
H -0.709985 -1.337362 0.638685 0.47 0.22 0.35
H 2.342689 1.132385 2.386765 -0.46 -0.07 -0.13
H 1.988961 2.270866 1.128860 -0.13 0.20 0.04

Record 2
104
Properties=species:S:1:pos:R:3:forces:R:3 method="wB97M-V/def2-TZVPD" energy_ev=-173147.3962 mol_weight_g_mol=1095.33 lumo_energy_ev=0.19 max_force_ev_per_a=4.253 de_lowest_ev=2.9165 smiles="CCOC(=O)C(F)(F)F.CCOC(=O)C(F)(F)F.CCOC(=O)C(F)(F)F.CCOC(=O)C(F)(F)F.CCOC(=O)C(F)(F)F.ClC(Cl)Cl.ClC(Cl)Cl.CN(C)C=O.CN(C)C=O" homo_lumo_gap_ev=9.472
Cl 7.151371 -0.328083 2.446103 0.00 -0.08 0.00
Cl 5.499341 -1.568383 0.360343 -0.04 0.89 0.73
Cl -0.548209 0.209937 0.666543 0.16 0.22 -0.17
Cl 5.174721 1.318407 1.106493 0.29 -0.27 -0.30
Cl 1.197301 2.520997 0.455553 -0.33 0.93 -0.08
Cl 2.037701 0.234217 1.872673 0.15 -0.54 -0.43
F 3.487971 -3.197303 -1.357327 -0.73 -0.42 0.08
F -4.517199 -3.796973 -3.635457 0.17 -0.69 -0.63
F -2.934599 -4.913743 -4.783917 -1.02 0.95 0.54
F -6.693579 1.563557 3.066103 -0.48 -0.31 -0.70
F -6.904699 1.403147 0.867873 -0.11 0.71 0.09
F -3.455399 -2.814583 0.072913 -1.56 0.79 -1.34
F -2.272849 -4.440943 0.657353 1.05 0.14 0.06
F 1.877531 -4.295953 -0.304367 0.53 0.34 -0.49
F 4.088501 1.793027 -3.819957 -0.59 -0.45 0.65
F 3.359071 0.685627 -2.068167 -0.06 0.41 -0.12
F -4.270359 -3.536733 -5.802337 -0.05 -0.05 0.48
F -1.392919 -2.376683 0.389463 -0.24 -1.31 0.28
F 1.773061 -2.152393 -0.547527 0.13 -0.04 -0.11
F -6.781889 -0.374373 2.018203 -0.26 -0.09 0.54
F 3.172821 2.876177 -2.200597 -0.42 -0.89 -0.11
O 7.098541 4.780957 -0.600297 0.01 -0.06 -0.41
O 2.102871 -3.448383 -3.599187 0.16 -0.20 3.77
O 1.698311 1.796817 -4.912767 1.00 1.04 2.24
O -1.798249 -2.981353 3.102393 -2.32 0.30 -1.44
O -1.684709 -2.396053 -5.152387 -1.60 -0.85 1.22
O 0.068091 -3.376993 -2.405217 4.16 -0.56 -0.21
O 0.795111 0.963417 -3.007737 1.34 1.02 0.11
O 0.235771 1.944757 7.296933 -0.94 -1.50 -0.74
O -2.900089 -1.730663 -3.375027 -1.15 -1.81 -0.23
O -3.999259 -2.406643 2.599993 1.26 -0.98 -0.98
O -4.214979 0.302817 0.881543 -1.75 0.46 2.64
O -4.195869 1.779807 2.584383 -1.22 -1.13 1.60
N 0.478011 0.269397 5.769973 1.53 -0.24 -2.08
N 5.069771 4.945227 0.432743 0.33 -0.19 -0.25
C -2.437369 -3.121113 0.803033 -0.43 0.26 1.10
C 3.113151 1.706297 -2.885347 0.81 1.04 -1.02
C -0.183079 0.924057 6.725433 0.46 1.46 0.86
C -2.565909 0.275907 -1.934957 -0.45 -1.47 -1.08
C 1.716281 0.868217 5.199423 -0.36 0.46 0.93
C 1.092831 0.782017 0.477483 0.16 0.02 0.11
C 1.310631 -3.445833 -2.451707 -2.40 1.06 -2.31
C 5.579601 -0.321473 1.671963 -0.43 -0.05 -0.30
C -2.755169 1.914797 2.542553 -0.08 1.21 -0.32
C 5.898261 4.896857 -0.663747 -0.68 0.38 1.48
C -6.358509 0.890157 1.954103 1.47 -0.82 0.51
C -2.082879 -0.579393 -3.171437 0.43 1.35 0.65
C -4.795329 0.856997 1.827353 2.39 1.02 -3.37
C -2.616979 -2.586723 -4.376397 1.93 2.18 -1.19
C 1.730941 1.499807 -3.565587 -2.14 -1.23 -2.00
C -4.405569 -2.245953 3.976583 1.24 0.87 0.88
C 3.641121 5.157967 0.327423 0.44 0.38 -0.06
C 0.466371 1.668107 -5.626147 -0.99 -1.17 -0.50
C -2.203189 2.886617 3.600043 -0.31 -0.57 -0.94
C 0.335321 0.257487 -6.074917 0.40 -1.54 -0.15
C 1.101881 -4.925663 -5.223207 0.20 -0.34 0.36
C 5.496671 5.005327 1.811963 -0.02 0.18 0.63
C -2.725169 -2.832023 2.306093 1.12 0.39 2.59
C -3.641579 -3.752043 -4.642677 1.30 0.50 0.47
C 1.574941 -3.514003 -4.892947 -1.60 -0.15 -1.25
C 0.024431 -0.941383 5.048823 0.45 0.36 1.57
C -3.722189 -1.020163 4.578353 -0.06 1.47 -0.06
C 2.169351 -3.286553 -1.146547 -0.51 -0.10 -0.15
H 3.354581 5.332697 -0.709617 -0.10 -0.21 0.05
H 3.097471 4.327797 0.778393 -0.06 -0.03 -0.20
H -2.654819 -0.841823 4.447933 0.00 -0.86 -0.16
H -3.931529 -0.808493 5.626913 -0.15 -0.71 0.21
H -2.615829 3.883927 3.447753 -0.15 -0.09 0.44
H 1.954691 1.760517 5.778253 -0.10 -0.12 0.10
H -2.792259 -0.425943 -1.132297 0.52 0.13 0.24
H -4.158819 -0.132483 4.120653 -0.16 0.02 -0.24
H -1.797839 1.003177 -1.671807 -0.08 -0.24 -0.01
H 0.468091 2.224087 -6.563687 0.55 0.85 0.62
H 0.345451 -0.441253 -5.238397 -0.28 0.05 0.09
H 5.274481 5.042137 -1.559287 0.39 -0.24 -0.43
H 6.542351 4.809237 2.049073 -0.11 -0.35 -0.68
H 1.490911 0.499337 -0.497047 0.02 -0.63 0.46
H 4.806561 -0.541183 2.408323 0.30 -0.30 -0.20
H -0.921149 -1.273013 5.477793 -0.25 0.28 -0.55
H -1.052919 -0.885463 -2.988087 -0.05 -0.20 -0.01
H 1.601301 1.200247 4.167613 -0.33 -0.30 0.10
H 0.766371 -2.784723 -4.942607 -0.27 -0.17 -0.20
H -2.076809 0.004867 -4.091597 -0.07 0.04 -0.07
H 0.955421 -5.134123 -6.283017 -0.32 0.51 -0.01
H 2.580301 0.208207 5.276623 -0.17 -0.31 -0.03
H -2.212939 0.973967 2.637053 -0.53 -0.15 -0.40
H -3.526549 0.775857 -2.058817 0.09 0.15 -0.56
H 1.187541 -0.031133 -6.690157 -0.02 0.08 -0.24
H -1.147659 2.950857 3.335793 0.18 0.06 0.15
H -0.581799 0.099327 -6.642337 0.00 0.02 0.02
H 2.323511 -3.189913 -5.615937 0.39 -0.01 0.48
H 5.292351 5.991627 2.228583 -0.01 0.39 -0.16
H 0.074631 -0.779393 3.972103 -0.50 -0.07 0.07
H -2.688719 2.398627 1.568093 1.11 -0.43 -0.19
H 1.863391 -5.652213 -4.939787 0.23 0.10 0.22
H -0.451029 1.853047 -5.067337 0.47 0.77 0.54
H -4.209029 -3.143823 4.562493 0.02 -0.12 -0.29
H -2.266849 2.504037 4.618713 -0.24 0.23 -0.03
H 0.211161 -5.173703 -4.645977 -0.13 0.04 -0.22
H 0.690791 -1.762183 5.314053 0.32 -0.03 -0.26
H -5.462099 -1.980303 4.012503 -0.03 -0.63 -0.59
H 4.840601 4.358467 2.394413 0.22 -0.39 0.08
H 3.421711 6.055847 0.905163 -0.35 0.14 -0.05
H -1.154959 0.452967 6.939243 -0.06 0.06 0.26

Record 3
64
Properties=species:S:1:pos:R:3:forces:R:3 method="wB97M-V/def2-TZVPD" energy_ev=-75797.6090 mol_weight_g_mol=601.43 lumo_energy_ev=3.59 max_force_ev_per_a=0.259 de_lowest_ev=0.0000 homo_lumo_gap_ev=5.755 total_charge=-2
Cl -3.486434 2.353462 -6.894581 0.00 0.01 0.01
Cl -2.533954 5.267076 -5.955799 0.00 0.00 0.00
Na -0.120421 0.933396 -0.601192 -0.11 -0.06 -0.18
O -0.119706 5.277462 -1.732813 0.00 0.00 -0.01
O -3.235468 -0.774048 -3.074496 -0.02 -0.03 -0.02
N 0.407338 2.863346 0.836871 0.00 -0.01 -0.02
N -0.447694 -1.654033 -1.072929 0.09 -0.02 -0.07
N 4.290960 -5.382644 5.248803 0.00 0.00 0.00
N -2.278172 0.354021 0.572480 -0.03 0.07 0.08
N -0.651920 2.993705 -1.700327 0.07 -0.01 0.07
N 2.573412 -0.761326 0.706635 -0.03 -0.02 0.04
N 4.310126 -8.101635 1.736063 0.01 0.00 0.01
N 0.033412 -0.482959 1.999608 -0.05 0.07 0.24
N -1.327577 0.496130 -2.620252 0.02 0.06 0.03
N 3.018672 -3.866773 1.272556 0.00 0.00 0.00
C -1.698166 1.611714 -3.368303 -0.04 -0.03 -0.09
C 4.097420 -5.562710 4.121960 0.01 0.01 0.01
C 2.461114 -0.644621 2.161310 0.06 -0.03 0.03
C -2.224740 3.847599 -4.978484 0.00 -0.02 0.00
C 4.110892 -7.056139 2.190682 -0.02 0.00 -0.02
C -1.427859 -1.798439 -1.972880 0.05 -0.09 0.08
C -2.086934 -0.583559 -2.619707 0.03 0.07 0.01
C 0.377674 4.034328 0.195905 -0.01 0.01 0.00
C -1.878561 -3.056391 -2.371658 -0.04 0.07 -0.02
C -2.382016 1.494033 -4.580891 0.01 0.05 0.01
C 3.866326 -5.784311 2.748586 0.01 0.00 0.01
C -1.278464 2.910424 -2.942576 -0.01 -0.04 0.03
C 0.838585 2.831689 2.097180 0.00 0.02 0.03
C -2.284818 0.285112 2.028512 0.02 -0.02 -0.01
C -0.176790 4.132891 -1.232816 0.00 0.03 0.03
C -1.275527 -4.190383 -1.862392 -0.05 -0.06 -0.04
C 3.401328 -4.734084 1.938441 0.00 0.00 -0.02
C -1.553120 4.001548 -3.775518 -0.01 0.03 -0.01
C -0.248157 -4.043229 -0.946761 0.10 0.06 0.09
C 1.276110 3.953609 2.781642 0.01 -0.02 -0.02
C 0.118514 -2.757627 -0.580944 -0.09 -0.08 0.01
C -1.292440 -0.763958 2.519643 -0.01 0.04 0.01
C 0.815218 5.210789 0.807306 -0.02 -0.01 -0.01
C 1.270652 5.168648 2.110368 0.00 0.02 0.01
C 1.126488 -1.182948 2.653781 -0.03 -0.01 0.06
C -2.638032 2.593940 -5.382461 0.00 0.00 -0.01
H 2.523614 0.414185 2.423044 0.01 -0.01 -0.01
H -1.256996 -0.726440 3.613418 0.00 0.00 -0.01
H -1.231950 4.982448 -3.466734 0.01 -0.01 0.01
H -2.696598 -3.088358 -3.077071 0.01 -0.03 0.00
H -3.273516 0.068958 2.460508 0.00 0.01 -0.01
H -2.731382 -0.443685 0.142724 0.01 -0.01 0.00
H 0.271978 -4.885275 -0.510132 -0.01 -0.02 -0.02
H -2.727390 0.522457 -4.897648 0.01 -0.01 0.02
H -2.730108 1.188877 0.219982 -0.01 0.00 0.00
H -1.599553 -5.176950 -2.173969 -0.01 0.01 -0.01
H 3.311400 -0.161543 0.361966 0.00 0.00 -0.01
H 1.612810 6.071517 2.603957 -0.01 0.00 -0.01
H 2.829696 -1.718453 0.479055 0.01 0.02 -0.02
H 1.066710 -1.004713 3.732602 -0.04 -0.01 0.01
H 0.814819 1.853914 2.566619 -0.01 -0.01 -0.01
H 1.614094 3.870160 3.806578 0.00 0.00 0.00
H -1.962060 1.259261 2.403539 0.00 -0.01 0.00
H -1.654480 -1.770704 2.249581 0.03 -0.01 -0.01
H 0.907530 -2.626273 0.147852 0.02 0.05 -0.02
H 0.046437 -0.735599 1.023740 0.03 -0.01 -0.25
H 1.089372 -2.272542 2.508099 0.02 -0.01 -0.01
H 0.768266 6.120105 0.226131 0.01 0.00 0.00
H 3.260024 -1.174436 2.695622 0.02 0.02 -0.01